(1)
The following is a DFT calculation (the ωB97M-V functional and the def2-TZVPD basis) of a single C14H20N4OS molecule in a non-equilibrium geometry.

CARTESIAN COORDINATES (ANGSTROEM)
1 C 3.271338 -2.417089 -1.370213
2 C 2.831728 -3.098646 -0.106343
3 C 3.309687 -2.366856 1.187876
4 C 2.760516 -1.049627 1.281141
5 N 1.325350 -1.259548 1.120548
6 C 0.940450 -1.639422 2.556465
7 C 0.620168 -0.013636 0.790146
8 C -0.524474 -0.676108 0.010331
9 N -1.256875 0.556643 -0.832184
10 C -0.795536 1.234392 -1.659604
11 S 0.550536 0.629283 -2.579791
12 N -1.338070 2.318251 -2.218679
13 C -2.543541 2.847079 -1.820108
14 N -3.100629 3.841758 -2.285626
15 C -4.445584 4.273574 -1.668029
16 C -4.795945 3.821989 -0.470308
17 C -4.262937 2.583017 0.026347
18 C -2.956899 2.186453 -0.345859
19 C -2.393360 1.038235 0.201495
20 O -2.614829 0.539792 1.210355
21 H 4.468870 -2.126542 -1.363747
22 H 2.742669 -1.573728 -1.432219
23 H 3.048476 -3.167697 -2.044950
24 H 1.774623 -3.271868 0.228151
25 H 3.267216 -4.310585 -0.124618
26 H 4.607112 -2.279298 0.920744
27 H 3.380226 -3.047562 1.990677
28 H 3.146591 -0.712069 2.196217
29 H 3.062863 -0.401651 0.532788
30 H 1.267581 -0.876558 3.398734
31 H -0.299593 -1.882712 2.514053
32 H 1.249428 -2.738608 2.837165
33 H 1.277687 0.535049 0.444271
34 H 0.142403 0.532801 1.733898
35 H 0.037706 -1.071503 -0.853204
36 H -1.187824 -1.036224 0.496006
37 H -1.222799 2.675895 -2.961571
38 H -4.671006 5.149654 -2.406110
39 H -5.838786 4.234330 -0.157221
40 H -4.834537 2.019343 1.022976

Forces on atoms 1 to 3 (eV/Å):
C 3.859 -1.696 2.210
C 1.354 -4.009 3.237
C 6.918 -2.835 -4.503

Values from the calculation:
M in g/mol: 292.41
Charge: 0
Orbital gap in hartree: 0.246
LUMO in eV: -1.2
Structure (SMILES): CCCCN(C)CCn1c(=S)[nH]c2ncccc2c1=O

(2)
The following is a DFT calculation (the ωB97M-V functional and the def2-TZVPD basis) of a molecular structure, C28H29BNO3Ru in a non-equilibrium geometry.

CARTESIAN COORDINATES (ANGSTROEM)
1 C -0.184646 1.746726 0.318872
2 C -0.016653 1.928983 -1.113548
3 C -1.069534 1.293982 -1.764974
4 H 0.717596 2.610221 -1.545635
5 C -1.889907 0.620918 -0.828058
6 C -1.412147 0.895318 0.493954
7 H -2.825949 0.096334 -1.039688
8 C 3.057999 0.449009 2.088768
9 C 3.247546 1.406695 1.087946
10 C 2.779005 0.901847 -0.143621
11 H 3.784462 2.346285 1.235064
12 C 2.299313 -0.434041 0.064811
13 C 2.447915 -0.731909 1.512032
14 H -1.274142 1.368190 -2.829431
15 H -2.106441 0.931006 1.338497
16 H 0.169557 2.505619 1.027305
17 H 2.489370 -1.754757 1.897947
18 H 2.821613 1.389628 -1.113181
19 H 3.386311 0.527034 3.119814
20 Ru 0.467357 -0.010051 1.122323
21 C 2.017993 -1.497877 -0.978610
22 C 2.691941 -2.828736 -0.589034
23 C 2.572242 -1.103689 -2.339260
24 H 3.755186 -2.647613 -0.368811
25 H 2.618949 -3.553345 -1.419304
26 H 2.251505 -3.273071 0.310220
27 H 3.651501 -0.926200 -2.261367
28 H 2.091361 -0.197631 -2.710294
29 H 2.381318 -1.921185 -3.043540
30 C 0.469378 -1.569165 -1.068320
31 C -0.241400 -2.893205 -0.849851
32 H 0.083412 -1.036043 -1.957160
33 H -0.026336 -0.998053 -0.218300
34 O -0.347950 -3.322913 0.311477
35 N -0.936113 -3.300789 -1.997743
36 C -2.182296 -2.503021 -2.176388
37 H -1.125648 -4.300229 -1.944616
38 C -2.207709 -1.551799 -3.342817
39 C -3.345529 -0.742124 -3.480073
40 H -4.179336 -0.879723 -2.781606
41 C -3.385066 0.268230 -4.439581
42 H -4.253411 0.928554 -4.490594
43 C -2.302942 0.433645 -5.311480
44 H -2.338452 1.213784 -6.070813
45 C -1.201816 -0.422620 -5.229571
46 H -0.372146 -0.326997 -5.927610
47 C -1.144065 -1.413283 -4.238621
48 H -0.284005 -2.079368 -4.137697
49 H -2.396310 -1.915240 -1.254128
50 H -3.008775 -3.225963 -2.265527
51 O 0.775823 1.923051 3.417190
52 B -0.015332 0.840852 2.900028
53 O -1.060860 0.533487 3.833552
54 C -0.894843 1.420207 4.859519
55 C -1.628376 1.563341 6.023173
56 C -1.208847 2.540160 6.945119
57 C -0.138257 3.388418 6.671713
58 C 0.547844 3.294948 5.447209
59 C 0.187662 2.266536 4.598186
60 H -2.504068 0.947137 6.207104
61 H -1.758624 2.649229 7.879950
62 H 0.166075 4.145744 7.400808
63 H 1.337696 3.985522 5.158266

Forces on atoms 1 to 3 (eV/Å):
C -2.093 0.694 0.362
C -0.785 -0.037 -0.213
C 0.172 0.094 -0.158

Values from the calculation:
<S²>: 6.07
M in g/mol: 539.43
Charge: +1
Orbital gap (spin up / spin down) in hartree: 0.268 / 0.206
Spin multiplicity: 5
LUMO (spin up / spin down) in eV: -3.9 / -5.6

(3)
The following is a DFT calculation (the ωB97M-V functional and the def2-TZVPD basis) of a molecular structure, C6H12N2 in a non-equilibrium geometry.

CARTESIAN COORDINATES (ANGSTROEM)
1 C 0.992225 0.037145 -0.544070
2 C -0.793541 -1.780260 0.651492
3 C -1.455152 -0.490116 -1.460623
4 C -0.268810 1.457086 0.618846
5 C -0.807325 -0.479840 -0.095698
6 N 1.933598 -0.250365 0.503332
7 C 0.403698 2.517707 1.029453
8 N -1.204469 0.621167 0.689830
9 H 2.841790 -0.520847 0.145668
10 H 2.016461 0.518352 1.158236
11 H 1.176714 0.911090 -1.187028
12 H 1.029938 -0.788822 -1.256969
13 H 0.096749 -1.800658 1.287156
14 H -0.776688 -2.644824 -0.010308
15 H -1.664587 -1.825392 1.307758
16 H -1.343917 0.471186 -1.959223
17 H -1.045219 -1.281183 -2.088297
18 H -2.524402 -0.673674 -1.322718
19 H 1.456836 2.711852 0.911068
20 H -0.063900 3.290397 1.622096

Forces on atoms 1 to 3 (eV/Å):
C -1.387 -3.132 -0.462
C 0.482 0.197 0.231
C -0.302 -0.242 0.196

Values from the calculation:
M in g/mol: 112.18
Charge: 0
Orbital gap in hartree: 0.274
LUMO in eV: -0.2

(4)
The following is a DFT calculation (the ωB97M-V functional and the def2-TZVPD basis) of a molecular structure, C34H34AsF5O2RuS in a non-equilibrium geometry.

CARTESIAN COORDINATES (ANGSTROEM)
1 Ru 0.213817 0.677756 0.456688
2 S -0.093109 -1.643136 0.038991
3 C -0.387827 -2.768950 1.336804
4 C -0.469170 -4.136398 1.057371
5 C -0.669935 -5.020088 2.098772
6 C -0.811615 -4.567677 3.411202
7 C -0.759658 -3.212006 3.686026
8 C -0.557917 -2.322416 2.635545
9 As -0.582659 -0.418884 2.723602
10 C -0.855374 -0.130074 4.624445
11 C -2.018770 0.480029 5.076285
12 C -2.232212 0.620546 6.439997
13 C -1.285810 0.166794 7.345459
14 C -0.119206 -0.432823 6.891389
15 C 0.100595 -0.577131 5.531216
16 C -2.325216 0.000507 1.968920
17 C -3.383566 -0.894879 1.970084
18 C -4.501227 -0.640076 1.186783
19 C -4.556443 0.493138 0.386082
20 C -3.505907 1.399693 0.394321
21 C -2.397276 1.162238 1.199010
22 H -0.359297 -4.497943 0.044389
23 H -0.713732 -6.080301 1.889275
24 H -0.972031 -5.274112 4.212353
25 H -0.899384 -2.853416 4.697169
26 H -2.761719 0.843160 4.377678
27 H -3.140056 1.091009 6.792909
28 H -1.455024 0.282687 8.406947
29 H 0.622427 -0.783629 7.596192
30 H 1.017253 -1.043193 5.186342
31 H -3.330560 -1.807365 2.552866
32 H -5.327351 -1.337977 1.188487
33 H -5.421543 0.672600 -0.236896
34 H -3.554418 2.299441 -0.204635
35 H -1.643791 1.952172 1.299783
36 F 2.531608 1.529151 1.662416
37 C 1.223568 1.944472 1.794537
38 F 1.150328 3.226694 1.312366
39 C 1.085027 2.224047 3.314767
40 F 1.704158 3.351919 3.657387
41 F 1.623676 1.243377 4.040522
42 F -0.208473 2.376441 3.645127
43 C 1.709718 -2.043899 -7.680910
44 C 1.553510 -1.598266 -6.259935
45 C 2.276737 -2.201183 -5.235899
46 C 2.148257 -1.792776 -3.921069
47 C 2.959234 -2.504039 -2.871543
48 C 1.238530 -0.747167 -3.615225
49 C 1.118283 -0.417991 -2.217447
50 O 0.216160 0.253424 -1.690322
51 C 0.500708 -0.120282 -4.644678
52 C -0.456287 1.012903 -4.426641
53 C 0.681588 -0.561629 -5.944208
54 H 2.410603 -2.871326 -7.765365
55 H 2.070985 -1.223384 -8.301477
56 H 0.750439 -2.361824 -8.090210
57 H 2.955744 -3.009356 -5.474086
58 H 3.518670 -3.316132 -3.329543
59 H 2.334576 -2.929400 -2.085146
60 H 3.682921 -1.838884 -2.395951
61 H 1.900179 -0.816160 -1.565948
62 H -0.338554 1.479050 -3.458016
63 H -1.484321 0.652684 -4.499676
64 H -0.317054 1.761115 -5.206728
65 H 0.127631 -0.077823 -6.739670
66 C 0.907191 4.289430 -2.269776
67 C 2.256186 4.325502 -1.556138
68 C 2.433820 2.882087 -1.121521
69 O 1.090853 2.368194 -0.931240
70 C 0.122710 3.342771 -1.382784
71 H 1.013907 3.871323 -3.272430
72 H 0.435431 5.265712 -2.350767
73 H 2.213469 4.981081 -0.685940
74 H 3.069679 4.658089 -2.197257
75 H 2.992810 2.761502 -0.198411
76 H 2.896354 2.275610 -1.907256
77 H -0.286552 3.858947 -0.509561
78 H -0.676294 2.796703 -1.886198

Forces on atoms 1 to 3 (eV/Å):
Ru 1.139 -0.423 0.463
S 0.333 -0.089 0.002
C -0.060 -0.052 0.139

Values from the calculation:
<S²>: 0.77
M in g/mol: 777.69
Charge: +1
Orbital gap (spin up / spin down) in hartree: 0.245 / 0.259
Spin multiplicity: 2
LUMO (spin up / spin down) in eV: -3.9 / -3.5

(5)
The following is a DFT calculation (the ωB97M-V functional and the def2-TZVPD basis) of a molecular structure, C6H17N2 in a non-equilibrium geometry.

CARTESIAN COORDINATES (ANGSTROEM)
1 C -0.015976 1.875449 0.215516
2 C 1.127950 0.867419 0.207470
3 C 0.872561 -0.561052 -0.437799
4 C -0.134291 -0.619928 -1.437364
5 C -0.783250 -1.846826 -1.792843
6 C -1.749976 -2.162017 -0.558853
7 N -2.669795 -1.082150 -0.132828
8 N 1.947911 1.147255 1.580443
9 H -0.527462 1.780332 1.170878
10 H 0.438119 2.857842 0.191014
11 H -0.692403 1.788489 -0.632283
12 H 1.864643 1.211292 -0.531299
13 H 1.801616 -0.858295 -0.966720
14 H 0.793993 -1.310505 0.355548
15 H -0.212127 0.162608 -2.192313
16 H 2.185021 3.011617 4.215204
17 H -0.175591 -2.751752 -1.884281
18 H -1.395120 -1.730487 -2.687442
19 H -2.309836 -3.088794 -0.630212
20 H -1.044158 -2.318565 0.259130
21 H -3.293844 -0.861575 -0.904204
22 H -2.124463 -0.229270 -0.112945
23 H 2.137097 3.684135 3.893755
24 H 2.793112 0.627279 1.307103
25 H 1.166270 0.407500 1.505324

Forces on atoms 1 to 3 (eV/Å):
C 0.331 -0.628 0.442
C 2.323 3.488 -4.262
C 0.093 0.660 2.840

Values from the calculation:
M in g/mol: 117.22
Charge: +1
Orbital gap in hartree: 0.254
LUMO in eV: -7.2

(6)
The following is a DFT calculation (the ωB97M-V functional and the def2-TZVPD basis) of 6 unconnected molecules or ions with the total composition H12O6 in a non-equilibrium geometry.

CARTESIAN COORDINATES (ANGSTROEM)
1 O 0.943951 0.319143 2.464030
2 H 0.514678 0.361871 1.609551
3 H 1.746760 -0.177194 2.304738
4 O -2.035420 1.499836 -1.799875
5 H -2.069866 2.419220 -1.535720
6 H -2.833379 1.367105 -2.311599
7 O -0.488460 2.911489 1.835356
8 H -1.210533 2.339181 1.575915
9 H 0.190371 2.314098 2.149272
10 O 2.949893 -1.739337 -0.396527
11 H 3.324618 -1.026190 -0.913473
12 H 2.026269 -1.757806 -0.647156
13 O -0.198381 -2.924830 -0.940436
14 H -1.089419 -3.213713 -0.743396
15 H -0.227726 -2.667682 -1.861983
16 O -0.432962 0.135730 0.090862
17 H -0.336069 -0.767687 -0.210266
18 H -0.774326 0.606767 -0.669292

Forces on atoms 1 to 3 (eV/Å):
O 0.327 0.288 0.954
H -0.516 -0.228 -0.942
H 0.190 -0.111 -0.078

Values from the calculation:
<S²>: 0.75
M in g/mol: 108.09
Charge: -1
Orbital gap (spin up / spin down) in hartree: 0.105 / 0.422
Spin multiplicity: 2
LUMO (spin up / spin down) in eV: 3.3 / 3.5

Energy relative to the best compared isomer or geometry (same formula, charge and spin) values (in kcal/mol) by entry order: 302.1 61.4 114.5 28.4 169.2 10.8.